Density functional theory data (ωB97M-V with the def2-TZVPD basis set) for the ion C13H19N2 with charge +1.

Structure (XYZ):
```
34
Properties=species:S:1:pos:R:3:forces:R:3
C 1.78410 2.20123 0.17032 -0.80 0.71 -2.21
C 0.67561 2.88897 -0.71427 -0.22 -3.41 2.99
C -0.25547 1.82453 -1.29166 0.04 -1.73 0.72
N -0.91143 1.07027 -0.19447 0.86 -2.74 2.34
C -0.52954 -0.18602 0.43202 -1.17 3.79 -3.74
C 0.10344 -1.23557 -0.35752 1.62 0.59 0.13
C -0.42854 -1.76155 -1.53723 2.21 -0.23 2.06
C 0.25482 -2.70659 -2.22315 1.41 -1.33 -0.18
C 1.57176 -3.08117 -1.87905 -0.90 0.85 0.73
C 2.11131 -2.56408 -0.66725 0.23 -1.13 -1.74
C 1.38873 -1.60415 0.06693 1.50 -0.39 0.67
N -1.02108 -0.35576 1.61816 -0.40 2.60 -0.53
C -1.07927 -1.67654 2.17100 -2.43 0.55 -0.39
C -2.02080 0.74690 1.86013 -0.09 1.65 2.10
C -1.67941 1.83165 0.77162 -0.82 -1.22 0.07
H 1.30145 1.87002 1.03507 -0.36 -1.14 1.46
H 2.46835 1.49447 -0.32380 -0.85 -0.19 0.01
H 2.41860 2.97103 0.45545 1.28 1.54 0.84
H 1.11620 3.36318 -1.45599 2.13 2.18 -3.81
H 0.22644 3.68942 -0.12856 -0.55 -0.31 0.07
H -1.01066 2.22164 -1.95850 -0.39 0.12 0.07
H 0.20260 0.96298 -1.82677 0.54 1.16 -0.10
H -1.31749 -1.58038 -1.96902 -3.36 1.29 -0.57
H -0.35275 -3.22637 -2.94622 0.58 -0.03 -0.75
H 2.13841 -3.70824 -2.57319 -0.14 -0.07 0.67
H 3.09325 -3.05560 -0.44901 -0.82 1.30 0.48
H 1.92722 -1.10358 0.95298 -1.25 -0.88 -1.31
H -1.83028 -2.22152 1.56619 0.91 -0.47 0.25
H -0.09279 -2.00715 2.23136 1.17 -1.31 0.05
H -1.51993 -1.56308 3.12305 -0.19 -0.14 1.34
H -2.00481 1.28300 2.93390 0.33 -1.72 -2.26
H -3.00464 0.26918 1.76427 0.12 0.34 -0.18
H -2.50288 2.21513 0.18861 -0.93 -0.05 0.33
H -1.22052 2.73371 1.15460 0.73 -0.19 0.39
```
Forces are in eV/Å.

Output
Energy above the lowest of the compared OMol25 structures with the same formula, charge and spin   166.3 kJ/mol
Total charge   +1
Structure (SMILES)   CCC[N+]1=C(c2ccccc2)N(C)CC1

Density functional theory data (ωB97M-V with the def2-TZVPD basis set) for a structure of composition C31H23BrN2OPPd.

Structure (XYZ):
```
60
Properties=species:S:1:pos:R:3:forces:R:3
Pd -0.82982 0.90421 0.90661 0.18 -1.42 -0.17
O -2.61285 0.51840 2.89443 -0.34 -1.21 0.40
C -1.97248 -0.21820 2.19485 0.54 2.44 -0.64
C -1.96537 -1.67171 2.21089 -0.23 -1.12 0.27
C -2.75985 -2.39947 3.10536 0.14 0.20 -0.16
C -2.70821 -3.77836 3.07081 -0.11 -0.09 0.13
C -1.88248 -4.43787 2.16436 0.10 0.06 -0.10
C -1.09515 -3.71751 1.27793 0.02 -0.09 -0.02
C -1.14174 -2.33427 1.30690 -0.15 0.58 0.15
P -0.20937 -1.18537 0.25242 -0.22 -0.21 0.25
C 1.51457 -1.59962 0.66631 -0.13 0.26 -0.25
C 2.05940 -0.80761 1.67967 0.06 -0.08 -0.10
C 3.33625 -1.06043 2.15246 0.01 -0.03 0.01
C 4.07884 -2.10014 1.61097 0.05 0.01 0.05
C 3.54430 -2.88749 0.60294 -0.04 -0.04 -0.02
C 2.26381 -2.64184 0.12920 0.04 -0.04 -0.04
C -0.79418 -1.63412 -1.41237 0.26 0.27 0.10
C -1.87213 -0.86663 -1.85942 0.09 -0.08 -0.07
C -2.47175 -1.14754 -3.07577 0.00 -0.03 -0.01
C -1.99358 -2.19104 -3.85559 -0.06 0.01 -0.04
C -0.92211 -2.95418 -3.41826 0.03 -0.04 0.03
C -0.32106 -2.68037 -2.19834 0.04 -0.04 -0.04
H -3.39659 -1.87371 3.80404 0.00 0.00 0.00
H -3.31761 -4.35151 3.75729 0.02 -0.01 -0.02
H -1.85206 -5.51923 2.14835 -0.02 0.00 0.02
H -0.45203 -4.22865 0.57198 -0.02 -0.04 0.02
H 1.47468 0.00785 2.08904 0.03 0.03 0.03
H 3.75300 -0.44749 2.94036 -0.01 0.01 -0.01
H 5.07786 -2.29776 1.97659 -0.01 0.00 0.00
H 4.12145 -3.70225 0.18637 0.01 0.02 -0.01
H 1.86989 -3.26694 -0.65965 0.08 0.02 0.12
H -2.23170 -0.04794 -1.24712 -0.04 0.03 -0.02
H -3.30913 -0.55353 -3.41648 0.01 0.01 0.00
H -2.45844 -2.41046 -4.80771 0.00 0.00 0.00
H -0.55456 -3.77191 -4.02382 0.01 0.02 -0.01
H 0.51511 -3.28683 -1.88018 -0.13 0.01 -0.06
Br 4.48306 1.51684 -5.00057 -0.14 0.05 0.16
C 3.22661 1.78105 -3.61099 0.08 -0.12 -0.08
C 2.86421 3.06393 -3.23155 0.04 0.02 -0.05
C 1.94729 3.24992 -2.21725 -0.15 -0.01 0.17
C 1.35607 2.16702 -1.54175 0.83 0.03 -0.92
C 1.75063 0.89957 -1.95722 -0.32 0.20 0.35
C 2.66556 0.69271 -2.96912 0.20 0.02 -0.22
N 0.41142 2.31472 -0.49559 -0.58 0.64 0.63
C 0.09862 3.51483 -0.16854 0.66 -0.51 -0.72
C -0.83615 3.86665 0.86302 -0.78 0.50 0.85
C -1.08578 5.21590 1.11716 0.37 -0.32 -0.41
C -1.97951 5.57361 2.10367 -0.32 -0.09 0.36
C -2.60434 4.56300 2.81452 0.18 0.33 -0.20
C -2.30740 3.24470 2.50714 -0.18 -0.06 0.19
N -1.44754 2.88662 1.55856 0.09 0.26 -0.10
H 3.29736 3.92126 -3.72747 0.00 -0.01 0.00
H 1.70962 4.27450 -1.97175 0.08 -0.02 -0.09
H 1.33213 0.04451 -1.47722 -0.21 -0.39 0.24
H 2.94252 -0.31196 -3.25867 -0.03 0.01 0.03
H 0.55185 4.35366 -0.68541 -0.15 0.10 0.17
H -0.57058 5.96660 0.53227 0.00 -0.01 0.00
H -2.19033 6.61196 2.32015 0.04 0.01 -0.04
H -3.31403 4.78201 3.59893 0.00 -0.03 0.00
H -2.78617 2.44796 3.05226 0.10 -0.02 -0.11
```
Forces are in eV/Å.

Output
Total charge   +1

Density functional theory data (ωB97M-V with the def2-TZVPD basis set) for a cluster of 4 separate species, C26H53NO15PS2 in total.

Structure (XYZ):
```
98
Properties=species:S:1:pos:R:3:forces:R:3
C 1.39349 0.52884 3.98736 0.72 0.60 -0.10
C 1.54334 -0.63375 3.78160 -0.30 -0.34 -0.40
C 1.67076 -2.05054 3.51582 -0.09 -0.11 0.37
C 0.38112 -2.80005 3.13229 -0.67 0.04 0.81
C 0.67456 -4.31456 3.16866 -0.08 -0.33 -0.88
S 1.56527 -4.94706 1.76719 0.63 0.16 0.59
O 0.97262 -4.58999 0.50137 -0.41 -0.25 -0.22
O 2.96161 -4.62100 1.93551 0.26 0.05 -0.12
C -0.59276 -2.61721 4.38557 -1.23 0.74 1.17
O -0.54270 -3.56221 5.21874 0.18 0.38 -0.46
O -1.27531 -1.56894 4.42815 0.92 -1.21 -0.43
N -0.36727 -2.35245 1.94471 1.74 -0.80 -0.74
C -1.47962 -3.18874 1.60675 -0.87 0.75 0.54
C -2.69939 -2.70265 1.75873 -0.06 -0.15 -0.06
P 0.32643 -1.50930 0.66560 -0.71 1.63 -0.74
O 1.87858 -1.82729 0.42616 -0.02 -0.30 0.72
O -0.40728 -2.09687 -0.64047 0.12 -0.53 0.18
S 0.06228 0.40208 0.62841 0.06 -0.14 0.11
H 1.53414 1.57532 3.99633 -0.40 0.33 0.21
H 1.95560 -2.48326 4.47392 0.04 -0.35 0.07
H 2.50969 -2.24101 2.85537 0.08 0.05 -0.24
H 1.26483 -4.55918 4.04009 0.22 -0.08 0.12
H -0.24273 -4.88798 3.24456 -0.22 -0.04 -0.06
H 1.47582 -6.30139 1.88720 -0.20 0.08 0.09
H -1.33110 -4.20559 1.27491 0.31 -0.12 -0.14
H -3.57291 -3.28730 1.51554 -0.06 -0.18 -0.05
H -2.85030 -1.70996 2.14335 0.07 0.23 0.10
H 2.18501 -2.66228 0.80624 0.08 -0.08 -0.28
H -0.31040 -3.06099 -0.66853 0.02 -0.05 -0.10
C 5.61488 -5.74392 8.76240 0.01 -0.18 0.01
O 5.02584 -6.78628 8.01768 0.04 0.24 -0.22
C 3.62923 -6.63011 7.81538 0.08 -0.19 0.12
C 3.21060 -7.01624 6.41322 -0.12 -0.08 -0.07
O 3.63428 -6.12984 5.39087 -0.07 0.00 -0.05
C 5.00794 -6.08617 5.04029 0.02 0.18 -0.01
C 5.54322 -7.32964 4.36499 0.22 -0.05 0.11
O 5.69462 -8.40905 5.27580 -0.35 0.01 0.03
C 5.37234 -9.66600 4.73118 0.14 0.04 0.08
H 5.41144 -5.86242 9.83292 -0.02 0.12 0.02
H 6.69177 -5.79192 8.60206 0.00 -0.06 0.04
H 5.26171 -4.76320 8.42819 -0.03 0.01 0.04
H 3.31771 -5.59908 8.00956 0.04 0.03 -0.02
H 3.11039 -7.28849 8.52463 -0.17 0.09 -0.03
H 2.11886 -6.97121 6.38630 0.00 0.07 0.01
H 3.48638 -8.04768 6.18538 0.21 0.00 0.09
H 5.62668 -5.80325 5.89328 0.04 -0.19 0.08
H 5.07926 -5.27414 4.31295 -0.06 -0.02 -0.04
H 6.53288 -7.09889 3.94932 -0.08 0.10 -0.15
H 4.87622 -7.60524 3.54088 -0.03 -0.02 0.01
H 4.44117 -9.62896 4.15478 0.02 0.00 -0.05
H 5.22982 -10.35951 5.55965 0.07 0.01 0.02
H 6.18186 -10.04004 4.09326 -0.08 -0.04 -0.09
C -7.03694 3.58065 -2.85077 0.02 -0.19 -0.03
O -5.92504 2.78646 -3.18965 0.11 0.26 0.17
C -5.13505 3.31477 -4.24063 -0.09 -0.22 -0.02
C -3.65179 3.14825 -3.98250 0.17 -0.09 -0.05
O -3.12214 3.95910 -2.94732 -0.19 -0.10 0.09
C -3.46683 3.65318 -1.59749 0.00 0.04 0.10
C -2.90281 2.35413 -1.06488 -0.20 -0.13 0.12
O -3.56742 1.23329 -1.61922 0.12 0.14 -0.41
C -2.70224 0.14035 -1.87797 -0.21 -0.14 0.08
H -7.85097 3.44760 -3.57364 -0.03 0.13 0.00
H -7.38344 3.26017 -1.86876 -0.02 -0.06 -0.03
H -6.76915 4.64129 -2.79064 -0.03 0.02 -0.04
H -5.35399 4.37689 -4.39862 -0.01 0.02 0.05
H -5.38843 2.76826 -5.15930 0.09 0.14 -0.12
H -3.13650 3.47986 -4.88946 -0.03 0.06 0.00
H -3.38739 2.09984 -3.83858 -0.18 -0.05 0.14
H -4.54575 3.70889 -1.44505 -0.05 -0.18 -0.07
H -3.02208 4.46078 -1.00962 0.05 0.00 -0.05
H -3.04626 2.33247 0.02268 0.18 0.13 0.04
H -1.82809 2.31169 -1.26874 0.01 -0.02 0.01
H -1.77459 0.46732 -2.35774 0.05 0.00 0.10
H -3.21868 -0.53655 -2.56109 -0.09 0.03 0.05
H -2.46299 -0.39412 -0.95822 0.18 -0.01 -0.03
C -1.65660 8.13259 -9.52585 0.00 -0.18 0.06
O -1.10248 7.50358 -8.39369 -0.05 0.34 0.10
C 0.27325 7.78117 -8.19283 -0.08 -0.24 -0.02
C 0.60169 8.00432 -6.73172 0.08 -0.09 0.13
O 0.09706 9.20804 -6.17622 0.05 0.08 -0.05
C -1.29870 9.32176 -5.93948 -0.05 0.10 -0.02
C -1.83815 8.43470 -4.83781 -0.24 -0.17 -0.09
O -1.89135 7.08058 -5.23596 0.44 -0.01 -0.05
C -1.56342 6.16248 -4.20229 -0.03 0.23 -0.15
H -1.38150 7.60200 -10.44479 0.01 0.11 -0.06
H -2.74062 8.10909 -9.41834 0.00 -0.07 -0.01
H -1.34156 9.17928 -9.59780 0.03 0.00 -0.04
H 0.58270 8.66008 -8.76911 -0.05 0.03 0.00
H 0.84737 6.91463 -8.54680 0.17 0.10 0.00
H 1.68871 8.09891 -6.66384 0.00 0.05 -0.02
H 0.32418 7.14051 -6.12641 -0.19 -0.03 -0.10
H -1.86932 9.19509 -6.86097 -0.02 -0.20 0.01
H -1.44147 10.35650 -5.61708 0.05 0.00 0.02
H -2.86066 8.76137 -4.60012 0.07 0.18 0.11
H -1.21876 8.55580 -3.94205 0.03 -0.01 0.00
H -0.67272 6.48714 -3.65106 -0.02 0.03 -0.01
H -1.34047 5.20443 -4.66653 -0.10 -0.02 -0.03
H -2.39723 6.03275 -3.51794 0.02 -0.03 0.12
```
Forces are in eV/Å.

Output
Total charge   -1

no.,gap between HOMO and LUMO (eV),largest force on an atom (eV/A),DFT total energy (Eh)
1,9.768,5.45,-615.97688
2,7.405,2.58,-4422.95243
3,7.256,2.05,-3343.40473